(1)
Here is a molecular structure, C25H14F12N3O3ReS at a distorted geometry from the OMol25 dataset. Energies are from ωB97M-V/def2-TZVPD.

XYZ file:
```
59
Properties=species:S:1:pos:R:3
Re 0.08 0.26 -0.45
C 3.77 -0.65 1.85
C 3.76 0.30 2.86
C 2.69 1.17 2.94
C 1.66 1.08 2.01
N 1.69 0.17 1.02
C 2.72 -0.68 0.95
C 0.47 1.93 2.03
C 0.02 2.64 3.14
C -1.21 3.29 3.07
C -1.95 3.21 1.90
C -1.43 2.49 0.84
N -0.26 1.87 0.90
H 4.56 -1.37 1.76
H 4.58 0.37 3.56
H 2.64 1.92 3.72
H 2.69 -1.42 0.15
H 0.58 2.64 4.06
H -1.60 3.81 3.93
H -2.91 3.67 1.81
H -1.98 2.40 -0.09
S 2.83 -0.54 -4.00
C 3.53 0.76 -3.11
C 2.82 1.08 -1.99
C 1.65 0.30 -1.83
C 1.56 -0.64 -2.87
C 0.37 -1.44 -2.95
C -0.02 -2.22 -4.03
C -1.28 -2.78 -4.04
C -2.13 -2.54 -2.96
C -1.68 -1.76 -1.91
N -0.45 -1.24 -1.90
H 4.43 1.22 -3.47
H 3.10 1.88 -1.33
H 0.66 -2.34 -4.86
H -1.62 -3.36 -4.88
H -3.12 -2.95 -2.92
H -2.32 -1.54 -1.07
F -3.70 -1.81 1.48
C -2.81 -1.79 2.47
F -3.01 -2.87 3.22
F -3.06 -0.72 3.21
C -1.36 -1.70 1.90
O -1.29 -0.66 1.08
C -0.97 -3.03 1.19
F 0.07 -2.79 0.37
F -1.95 -3.52 0.43
F -0.58 -3.99 2.02
C -0.40 -1.56 3.12
F 0.87 -1.84 2.76
F -0.70 -2.34 4.14
F -0.39 -0.30 3.56
F -2.74 2.79 -4.19
C -1.67 3.07 -3.44
F -0.88 3.90 -4.12
F -2.11 3.74 -2.36
C -0.89 1.77 -3.03
O -0.14 1.26 -3.82
O -1.18 1.41 -1.84
```

Output
2S+1: 2
Relative energy (zero: lowest compared OMol25 entry of this formula, charge and spin), kcal/mol: 27.3
Orbital gap (spin up / spin down), eV: 6.069 / 6.324
Total charge: +1
Energy, Eh: -3025.80224



(2)
Here is 3 unconnected molecules or ions with the total composition C17H37NO5P at a distorted geometry from the OMol25 dataset. Energies are from ωB97M-V/def2-TZVPD.

XYZ file:
```
61
Properties=species:S:1:pos:R:3
C 7.74 -1.09 -2.02
C 7.40 0.00 -3.02
O 7.93 0.01 -4.06
O 6.46 0.98 -2.76
C 5.38 0.51 -1.98
C 4.14 1.41 -2.15
C 3.06 0.93 -1.24
N 3.24 0.21 -0.20
C 1.99 -0.05 0.53
C 0.88 0.13 -0.54
P 0.67 -1.59 -1.27
C -1.14 -1.69 -1.67
O 1.52 -1.66 -2.70
C 1.59 1.22 -1.42
H 7.22 -1.99 -2.35
H 7.38 -0.90 -1.01
H 8.81 -1.29 -1.97
H 5.67 0.58 -0.92
H 5.08 -0.52 -2.20
H 3.78 1.43 -3.18
H 4.41 2.42 -1.84
H 4.10 -0.18 0.17
H 1.90 -1.00 1.05
H 1.89 0.84 1.16
H -0.04 0.55 -0.13
H -1.32 -2.63 -2.19
H -1.66 -1.70 -0.70
H -1.47 -0.84 -2.26
H 1.52 -0.83 -3.19
H 1.30 1.05 -2.46
H 1.35 2.25 -1.15
C -4.02 3.85 -0.71
C -3.32 2.76 -1.52
O -2.80 1.70 -0.73
C -3.75 0.98 0.04
C -4.83 0.30 -0.79
H -3.34 4.26 0.03
H -4.36 4.65 -1.37
H -4.89 3.46 -0.18
H -2.47 3.20 -2.04
H -3.99 2.37 -2.30
H -4.19 1.62 0.81
H -3.19 0.21 0.57
H -5.44 1.03 -1.33
H -5.50 -0.27 -0.14
H -4.39 -0.37 -1.52
C -1.26 -2.49 2.98
C -2.02 -1.18 2.96
O -3.43 -1.34 3.00
C -3.95 -1.99 4.15
C -3.64 -1.28 5.46
H -1.57 -3.11 2.14
H -0.19 -2.29 2.90
H -1.42 -3.06 3.89
H -1.80 -0.66 2.03
H -1.69 -0.51 3.77
H -3.62 -3.03 4.18
H -5.03 -2.02 4.01
H -2.57 -1.24 5.65
H -4.10 -1.81 6.29
H -4.02 -0.26 5.44
```

Output
2S+1: 1
Relative energy (zero: lowest compared OMol25 entry of this formula, charge and spin), kcal/mol: 0.0
Orbital gap, eV: 7.789
Total charge: +1
Energy, Eh: -1441.96945



(3)
Here is a molecular structure, C34H54Br13FINO4 at a distorted geometry from the OMol25 dataset. Energies are from ωB97M-V/def2-TZVPD.

XYZ file:
```
108
Properties=species:S:1:pos:R:3
C -3.93 -0.93 1.33
C -3.25 0.10 2.01
C -1.89 -0.10 2.81
C -2.15 0.48 4.25
C -1.84 2.01 4.41
F -0.53 2.13 4.96
O -0.88 0.59 2.05
C 0.45 0.31 2.50
C 1.45 1.54 2.29
O 1.13 2.36 1.17
C 0.22 3.37 1.43
C 0.07 4.13 2.66
C -0.91 5.20 2.89
C -0.95 5.89 4.31
C -1.79 5.56 1.79
C -1.64 4.84 0.50
C -0.67 3.75 0.30
C -0.55 3.03 -1.09
C -1.47 3.69 -2.20
C 0.94 3.15 -1.67
C 1.00 -0.89 1.64
N 0.44 -2.22 1.99
C 0.62 -2.57 3.39
C 2.09 -2.34 3.96
O 3.09 -2.85 3.56
Br 2.34 -1.06 5.48
C 0.99 -3.30 1.15
C -0.24 -4.24 0.76
O -1.27 -4.25 1.41
I -0.06 -5.58 -1.02
H -4.82 -1.40 1.82
H -3.53 -1.29 0.35
H -3.66 1.16 1.97
H -1.75 -1.21 2.87
H -1.49 -0.10 4.96
H -3.21 0.24 4.53
H -2.55 2.40 5.20
H -2.01 2.62 3.49
H 0.48 0.11 3.61
H 1.60 2.07 3.26
H 2.45 1.06 2.05
H 0.73 3.88 3.54
H -2.02 6.15 4.50
H -0.25 6.75 4.37
H -0.70 5.07 5.04
H -2.56 6.36 1.93
H -2.35 5.17 -0.31
H -0.84 1.95 -1.00
H -2.57 3.60 -1.99
H -1.24 4.80 -2.23
H -1.24 3.32 -3.25
H 1.52 2.21 -1.42
H 1.48 4.02 -1.19
H 0.93 3.25 -2.79
H 0.69 -0.68 0.57
H 2.13 -0.98 1.61
H 0.34 -3.65 3.63
H -0.07 -1.95 4.03
H 1.64 -3.97 1.79
H 1.56 -2.96 0.25
Br -4.49 -8.50 2.41
C -2.73 -8.93 1.69
C -1.75 -7.80 1.91
Br -2.05 -6.32 0.67
H -2.87 -9.16 0.63
H -2.41 -9.83 2.22
H -0.73 -8.13 1.72
H -1.81 -7.39 2.92
Br -1.58 3.91 -5.62
C -3.41 3.30 -5.34
C -4.39 4.11 -6.15
Br -4.70 5.85 -5.35
H -3.60 3.34 -4.27
H -3.41 2.26 -5.66
H -5.36 3.62 -6.17
H -4.06 4.28 -7.17
Br -1.68 -7.04 -6.62
C -2.76 -7.36 -5.03
C -3.25 -6.07 -4.44
Br -1.84 -5.16 -3.45
H -2.15 -7.95 -4.35
H -3.60 -7.97 -5.38
H -4.04 -6.26 -3.70
H -3.63 -5.37 -5.18
Br 4.37 -6.82 7.16
C 4.08 -7.32 5.30
C 3.31 -6.26 4.56
Br 1.41 -6.32 5.02
H 3.58 -8.29 5.31
H 5.07 -7.44 4.88
H 3.35 -6.44 3.49
H 3.65 -5.25 4.77
Br 2.34 4.65 -5.58
C 3.48 3.07 -5.64
C 2.70 1.83 -5.99
Br 1.67 1.17 -4.47
H 3.99 3.00 -4.68
H 4.22 3.28 -6.42
H 3.37 1.01 -6.25
H 2.00 1.98 -6.81
Br 6.79 5.68 -6.36
C 6.20 7.00 -5.06
C 6.43 6.52 -3.65
Br 5.09 5.21 -3.13
H 5.15 7.22 -5.27
H 6.79 7.89 -5.26
H 6.31 7.34 -2.94
H 7.40 6.06 -3.51
```

Output
2S+1: 1
Orbital gap, eV: 7.394
Energy, Eh: -35543.02668